1.
A molecular structure, C23H26MoN6O8S2. Source: the Open Molecules 2025 dataset; level of theory: ωB97M-V/def2-TZVPD.

XYZ file:
```
66
Properties=species:S:1:pos:R:3
Mo -0.35022 0.31550 -0.33633
N 0.53130 2.31799 -4.22267
C 0.24731 1.52336 -3.15743
S 0.55465 2.23039 -1.57811
N -0.17783 0.32666 -3.41438
N -0.38772 -0.47077 -2.28750
C -0.52543 -1.72451 -2.55522
C -0.82106 -2.79209 -1.63792
C -0.80994 -4.10105 -2.15202
C -1.12382 -5.18234 -1.36712
C -1.48203 -4.96681 -0.03157
C -1.51073 -3.69779 0.49770
C -1.16507 -2.58631 -0.28607
O -1.20206 -1.38782 0.26068
H 0.63103 3.30468 -4.07128
H 0.24911 1.99566 -5.13255
H -0.40538 -1.98773 -3.60360
H -0.54394 -4.24249 -3.19314
H -1.10185 -6.18274 -1.77564
H -1.74277 -5.80912 0.59692
H -1.79429 -3.51957 1.52648
C 1.46186 -2.55271 2.62046
C 2.04465 -1.22503 2.15622
C 3.44455 -1.00999 2.72724
O 1.14392 -0.22852 2.58001
C 2.14468 -1.28763 0.62246
O 2.90128 -2.03405 0.05605
O 1.39721 -0.41263 -0.05396
H 1.45451 -2.57482 3.71040
H 2.05499 -3.38335 2.24070
H 0.43675 -2.65169 2.26328
H 3.38408 -1.02066 3.81588
H 3.84762 -0.04318 2.41859
H 4.11703 -1.79810 2.39156
H 1.48439 0.65094 2.32868
O -2.27532 1.02534 -0.81965
C -2.96492 1.93380 -0.33334
C -2.60281 2.75455 0.77196
C -3.44755 3.81734 1.12804
C -3.10708 4.61750 2.17714
C -1.93438 4.39247 2.91934
C -1.10728 3.35399 2.60000
C -1.41717 2.50369 1.51224
O -0.63018 1.52333 1.22475
N -3.98317 5.73640 2.53826
O -5.00367 5.88606 1.89524
O -3.64729 6.42998 3.47707
H -3.93653 2.12164 -0.80438
H -4.35794 4.01003 0.57544
H -1.70452 5.05601 3.74079
H -0.19927 3.15942 3.15360
C 5.67550 2.25492 2.60166
N 5.13706 1.77090 1.35776
C 5.96116 1.04727 0.39973
C 4.96389 0.68535 -0.71526
N 3.80383 1.48106 -0.34344
C 3.89919 2.01769 0.88049
S 2.65277 2.81966 1.67682
H 6.54443 2.89224 2.41833
H 5.98012 1.42110 3.23901
H 4.90565 2.83153 3.10820
H 6.40079 0.16329 0.86534
H 6.77509 1.68426 0.04130
H 4.71814 -0.37829 -0.72165
H 5.33316 0.96472 -1.70108
H 2.91524 1.45675 -0.82321
```

Its net charge is 0. Its relative energy (zero: lowest compared OMol25 entry of this formula, charge and spin) is 0.0 kJ/mol. The HOMO-LUMO gap (alpha / beta) comes out at 6.84 / 6.93 eV. The value obtained for the HOMO energy (alpha / beta) is -8.1 / -8.2 eV. The max |F| is 0.65 eV/A. The value obtained for the total energy is -2687.1297 hartree. Its multiplicity is 3. The value obtained for the LUMO energy (alpha / beta) is -1.22 / -1.26 eV.


2.
A molecular structure, C23H26N2O3S. Source: the Open Molecules 2025 dataset; level of theory: ωB97M-V/def2-TZVPD.

XYZ file:
```
55
Properties=species:S:1:pos:R:3
C 1.07318 2.62212 0.19426
H 1.64903 1.95199 0.82767
H 1.11444 2.19933 -0.87231
H 1.69237 3.47676 -0.03974
C -0.34284 2.84111 0.43903
C -1.14443 3.76382 -0.41791
H -0.63895 4.65050 -0.47489
H -2.12438 4.11521 -0.27989
H -1.18845 3.31837 -1.49698
O -1.05780 1.77967 0.87122
C -2.15159 2.17491 1.89135
C -3.19441 0.91627 1.70253
C -3.87537 0.65841 0.39312
N -3.02022 0.58744 -0.56666
C -3.33563 -0.48630 -1.61307
O -4.48086 -1.03387 -1.47264
C -2.07719 -1.01308 -2.28915
N -1.02082 -1.22242 -1.39954
C 0.26023 -0.33215 -1.73638
O 0.18802 0.44947 -2.43903
C 1.28315 -0.67523 -0.89448
C 2.42881 -0.28594 -1.14868
C 3.83803 -0.33609 -0.61271
C 4.90453 -0.59962 -1.30555
C 6.22733 -0.57457 -1.17256
C 6.48668 -0.60337 0.43011
C 5.31492 -0.58565 1.24983
C 4.07450 -0.14906 0.67495
H 3.11948 -0.13535 1.46223
H 5.46978 -0.32733 2.38941
H 7.40218 -0.58636 0.81987
H 7.05270 -0.93352 -1.69730
H 4.86644 -0.70406 -2.52715
H 2.53437 -0.22099 -2.37148
S 1.00455 -1.21875 0.86168
C -0.31705 -1.99997 0.67890
C -0.59183 -3.10531 1.48714
C -1.67775 -3.97198 1.82442
C -2.47981 -3.93112 0.43373
C -2.32824 -2.93843 -0.49802
C -1.08866 -2.22175 -0.33356
H -2.99079 -3.00283 -1.21956
H -3.37932 -4.71099 0.34058
H -1.92675 -4.83151 2.38193
H -0.08031 -3.05007 2.45361
H -1.65175 -0.06689 -2.97374
H -2.28204 -1.79651 -2.95453
H -1.97595 0.74524 -0.50262
H -4.30754 1.92661 0.24907
H -4.83779 0.17239 0.58226
H -2.52383 -0.07719 1.83102
H -3.74177 0.94440 2.60449
H -2.44337 2.98458 1.63442
H -1.54881 1.91640 2.96388
H -0.15844 3.53330 1.63746
```

Its net charge is 0. Its relative energy (zero: lowest compared OMol25 entry of this formula, charge and spin) is 1950.6 kJ/mol. The HOMO-LUMO gap comes out at 7.55 eV. The value obtained for the HOMO energy is -7.8 eV. The max |F| is 19.94 eV/A. The value obtained for the total energy is -1624.7875 hartree. Its multiplicity is 1. The value obtained for the LUMO energy is -0.22 eV.


Question: Look up the max |F| of the first one.
Answer: 0.65 eV/A